--- A ---
# CH3O3PS

An isolated molecule of CH3O3PS (ωB97M-V/def2-TZVPD, the OMol25 dataset).

Output
- frontier orbital gap (eV) = 9.440
- 2S+1 = 1
- total charge = 0
- SMILES = O=C(O)OPS
- LUMO energy (eV) = -0.08

Element x y z (Å)
C -1.38255 0.12788 -0.11317
O -0.12409 -0.50292 0.06160
O -2.22857 -0.26711 0.80399
O -1.58261 0.96738 -0.92296
P 1.55270 -1.01944 -0.33352
S 2.59897 0.74386 0.37462
H 1.48700 1.56094 0.47472
H -1.87919 -0.91716 1.44696
H 1.55832 -0.69342 -1.79224


--- B ---
# CH3O3PS

A 2-piece molecular cluster, CH3O3PS overall (ωB97M-V/def2-TZVPD, the OMol25 dataset).

Output
- frontier orbital gap (eV) = 8.939
- 2S+1 = 1
- total charge = 0
- SMILES = O=S1#[PH]O1.C=O
- LUMO energy (eV) = -0.29

Element x y z (Å)
C 2.06685 -0.47751 -0.53425
O -2.23656 -1.53558 0.99569
O -2.04480 0.51954 -0.60507
O 1.54128 -0.66798 0.51527
P -1.97331 1.51508 0.66039
S -1.31118 -0.57188 0.49047
H 1.32353 -0.23524 -1.28840
H 3.17456 -0.54715 -0.80182
H -0.54037 2.00072 0.56773


--- C ---
# CH3O3PS

CH3O3PS as an isolated structure (ωB97M-V/def2-TZVPD, the OMol25 dataset).

Output
- frontier orbital gap (alpha / beta) (eV) = 8.638 / 8.639
- 2S+1 = 1
- total charge = 0
- LUMO energy (alpha / beta) (eV) = -0.65 / -0.64

Element x y z (Å)
C 0.41032 1.06138 0.71471
O -2.45384 -1.28610 0.15941
O -0.04135 -1.31637 -0.50988
O 1.73288 -0.00264 -1.87585
P -1.23898 -2.05987 0.23748
S 0.36214 0.02301 -1.46904
H -0.19392 0.46444 1.27730
H 1.38578 1.07522 0.88171
H 0.03698 2.04094 0.58416


--- D ---
# CH3O3PS

An isolated molecule of CH3O3PS (ωB97M-V/def2-TZVPD, the OMol25 dataset).

Output
- frontier orbital gap (eV) = 8.954
- 2S+1 = 1
- total charge = 0
- LUMO energy (eV) = -0.11

Element x y z (Å)
C -1.21061 0.43341 0.00805
O 1.85506 1.35963 -0.03227
O -0.27461 0.38070 -1.03692
O -0.40986 0.35668 1.13453
P 1.98154 -1.56325 0.00391
S 1.01001 0.22312 -0.01601
H -1.77263 1.37799 -0.01549
H -1.90296 -0.41660 -0.06586
H 0.72406 -2.15168 0.02006


Most stable of them? A.


--- A ---
# C3H7O3P

A 2-piece molecular cluster, C3H7O3P overall (ωB97M-V/def2-TZVPD, the OMol25 dataset).

Output
- frontier orbital gap (eV) = 10.881
- 2S+1 = 1
- total charge = 0
- LUMO energy (eV) = 0.68

Element x y z (Å)
C -3.75177 1.02792 0.82026
C 2.25182 0.01192 -1.05232
C 2.91091 -0.49733 -0.05205
O -1.72510 -0.84211 0.44552
O -2.65841 1.41107 -0.06151
O -2.95319 0.72374 1.94038
P -1.58330 0.73402 1.04254
H -4.33774 1.93913 0.86588
H -4.31410 0.13901 0.59250
H -1.01182 -0.91259 -0.22422
H 2.49559 -0.19970 -2.06541
H 1.47881 0.76953 -0.83687
H 3.65664 -1.29558 -0.14680
H 2.60718 -0.05910 0.86772


--- B ---
# C3H7O3P

An isolated molecule of C3H7O3P (ωB97M-V/def2-TZVPD, the OMol25 dataset).

Output
- frontier orbital gap (eV) = 9.881
- 2S+1 = 1
- total charge = 0
- SMILES = OP(O)OC1CC1
- LUMO energy (eV) = 0.88

Element x y z (Å)
C -0.69551 1.19203 -0.20432
C -1.14187 -0.08840 -0.87224
C -0.43734 -0.09035 0.41672
O 3.43932 -0.81772 0.30234
O 2.31600 1.47886 0.12086
O 0.90693 -0.67364 0.61855
P 2.06495 -0.03066 -0.34382
H 0.11344 1.74665 -0.65064
H -1.45967 1.94481 0.23546
H -2.19821 -0.25882 -0.64244
H -0.86417 -0.61616 -1.77300
H -1.11243 -0.48624 1.18770
H 3.36663 -1.65008 0.59872
H 2.66627 1.67679 1.06356


Most stable of them? B.